{
  "formula": "C7H18N2O",
  "method": "wB97M-V/def2-TZVPD",
  "elements": ["C", "C", "C", "C", "C", "C", "C", "N", "N", "O", "H", "H", "H", "H", "H", "H", "H", "H", "H", "H", "H", "H", "H", "H", "H", "H", "H", "H"],
  "positions_angstrom": [[-0.182, 0.481, 0.653], [-0.311, -0.740, -0.171], [0.575, 1.458, -0.786], [-0.827, -2.003, 1.009], [2.056, 1.132, -0.911], [0.378, 2.929, -0.449], [-0.461, -3.363, 0.448], [-1.381, 1.045, 1.055], [-1.365, -0.773, -1.140], [0.717, 0.445, 1.704], [1.484, -0.081, 1.452], [0.643, -1.160, -0.491], [0.099, 1.276, -1.755], [-2.183, 0.435, 1.135], [-1.299, 1.842, 1.667], [-1.804, 0.085, -1.451], [-1.101, -1.230, -2.007], [-0.350, -1.824, 1.973], [-1.905, -1.907, 1.148], [2.579, 1.346, 0.024], [2.230, 0.089, -1.182], [2.536, 1.742, -1.682], [-0.663, 3.222, -0.583], [0.954, 3.577, -1.118], [0.682, 3.121, 0.582], [-0.886, -3.494, -0.549], [0.622, -3.469, 0.357], [-0.833, -4.183, 1.067]],
  "orbital_gap_ev": 8.7,
  "energy_ev": -12576.970,
  "homo_ev": -7.877,
  "smiles": "CC[C@@H](N)[C@@](N)(O)C(C)C",
  "lumo_energy_ev": 0.87,
  "spin_multiplicity": 1
}

***

{
  "formula": "C47H62AsBrDyN4O4SSi",
  "method": "wB97M-V/def2-TZVPD",
  "elements": ["Dy", "C", "C", "C", "C", "C", "C", "C", "Br", "C", "O", "C", "C", "C", "C", "C", "C", "H", "H", "H", "H", "H", "H", "H", "H", "H", "H", "H", "H", "H", "H", "H", "H", "H", "H", "H", "H", "O", "H", "H", "N", "C", "N", "S", "H", "H", "H", "H", "C", "C", "C", "C", "C", "C", "As", "C", "C", "C", "C", "C", "C", "C", "C", "C", "C", "C", "C", "H", "H", "H", "H", "H", "H", "H", "H", "H", "H", "H", "H", "H", "C", "Si", "C", "C", "N", "C", "C", "C", "C", "C", "C", "H", "H", "H", "H", "H", "H", "H", "H", "H", "H", "H", "H", "H", "H", "O", "C", "O", "C", "N", "C", "C", "C", "H", "H", "H", "H", "H", "H", "H", "H", "H"],
  "positions_angstrom": [[10.944, 13.530, 10.762], [8.326, 20.431, 13.274], [8.533, 20.442, 11.754], [7.215, 20.599, 11.061], [9.518, 21.627, 11.434], [9.264, 19.154, 11.322], [10.073, 18.300, 12.078], [10.442, 17.075, 11.629], [11.878, 16.107, 12.585], [10.075, 16.665, 10.302], [10.128, 15.384, 9.954], [9.692, 17.707, 9.438], [8.987, 18.789, 10.028], [9.862, 17.760, 7.923], [9.272, 16.555, 7.239], [9.168, 18.988, 7.272], [11.375, 17.999, 7.678], [7.725, 21.267, 13.584], [9.293, 20.501, 13.820], [7.924, 19.487, 13.647], [6.558, 21.326, 11.595], [6.704, 19.616, 11.067], [7.317, 21.012, 10.007], [8.962, 22.579, 11.668], [9.769, 21.632, 10.374], [10.478, 21.571, 12.039], [10.254, 18.563, 13.114], [8.371, 19.418, 9.455], [8.173, 16.521, 7.407], [9.671, 15.616, 7.630], [9.401, 16.625, 6.189], [8.093, 18.927, 7.317], [9.353, 19.052, 6.194], [9.536, 19.888, 7.748], [11.925, 17.228, 8.237], [11.695, 18.987, 8.040], [11.587, 18.047, 6.581], [9.099, 14.049, 12.613], [9.183, 13.632, 13.485], [9.086, 15.019, 12.811], [13.769, 11.567, 14.039], [12.558, 12.199, 14.146], [12.300, 13.058, 15.136], [11.394, 11.785, 12.951], [14.584, 12.009, 14.475], [13.870, 11.094, 13.165], [12.939, 13.238, 15.886], [11.451, 13.637, 15.150], [16.248, 14.579, 18.109], [15.998, 15.812, 17.482], [15.988, 15.882, 16.098], [16.213, 14.768, 15.343], [16.406, 13.526, 15.987], [16.363, 13.427, 17.344], [15.882, 14.808, 13.440], [16.375, 16.612, 12.903], [15.609, 17.783, 12.893], [16.213, 19.001, 12.667], [17.586, 19.103, 12.435], [18.368, 17.979, 12.377], [17.733, 16.713, 12.554], [18.398, 15.406, 12.453], [19.663, 15.268, 11.889], [20.270, 14.048, 11.783], [19.548, 12.906, 12.181], [18.304, 13.073, 12.820], [17.641, 14.285, 12.829], [16.187, 14.517, 19.208], [15.756, 16.701, 18.063], [15.923, 16.787, 15.540], [16.508, 12.662, 15.296], [16.505, 12.413, 17.818], [14.552, 17.689, 13.021], [15.688, 19.931, 12.888], [18.013, 20.057, 12.135], [19.416, 18.061, 12.168], [20.173, 16.117, 11.490], [21.241, 13.870, 11.314], [19.924, 11.916, 11.993], [17.781, 12.184, 13.120], [8.415, 11.154, 7.569], [8.433, 11.756, 9.358], [7.180, 10.887, 10.493], [7.656, 13.501, 9.299], [10.044, 11.662, 10.025], [10.761, 10.511, 9.933], [12.225, 10.537, 9.883], [12.880, 9.382, 9.591], [12.236, 8.170, 9.555], [10.833, 8.103, 9.634], [10.106, 9.261, 9.891], [8.953, 10.170, 7.455], [8.937, 11.894, 6.932], [7.365, 11.008, 7.299], [6.355, 11.534, 10.902], [7.707, 10.356, 11.332], [6.690, 10.013, 9.972], [7.610, 13.812, 8.266], [8.120, 14.218, 9.979], [6.600, 13.462, 9.586], [12.793, 11.469, 10.141], [13.974, 9.353, 9.505], [12.824, 7.265, 9.437], [10.322, 7.143, 9.508], [9.052, 9.156, 10.025], [11.784, 13.869, 8.433], [12.895, 14.152, 9.030], [13.079, 13.987, 10.296], [14.131, 14.630, 8.315], [14.100, 14.401, 6.825], [15.281, 13.486, 6.506], [16.360, 13.763, 7.601], [15.514, 14.102, 8.798], [14.192, 15.732, 8.492], [14.154, 15.241, 6.251], [13.284, 13.837, 6.575], [15.681, 13.656, 5.491], [14.968, 12.449, 6.512], [17.003, 14.611, 7.319], [16.975, 12.904, 7.780], [16.064, 14.719, 9.522], [15.278, 13.207, 9.382]],
  "orbital_gap_ev": [6.3, 6.3],
  "energy_ev": -237571.643,
  "homo_ev": [-8.943, -8.955],
  "total_charge": 1,
  "lumo_energy_ev": [-2.61, -2.61],
  "spin_multiplicity": 6
}

***

{
  "formula": "C45H53CaN5O2S3",
  "method": "wB97M-V/def2-TZVPD",
  "elements": ["Ca", "C", "C", "N", "C", "C", "S", "C", "C", "N", "H", "H", "H", "H", "H", "H", "H", "H", "H", "H", "H", "H", "H", "H", "C", "C", "C", "C", "C", "C", "C", "S", "O", "C", "C", "C", "C", "C", "C", "C", "C", "C", "C", "C", "C", "C", "C", "C", "C", "C", "C", "C", "C", "S", "O", "C", "C", "C", "C", "C", "C", "C", "H", "H", "H", "H", "H", "H", "H", "H", "H", "H", "H", "H", "H", "H", "H", "H", "H", "H", "H", "H", "H", "H", "H", "H", "H", "H", "C", "N", "C", "C", "N", "N", "C", "C", "H", "H", "H", "H", "H", "H", "H", "H", "H", "H", "H", "H", "H"],
  "positions_angstrom": [[0.742, -1.877, -0.315], [0.441, -3.132, -3.344], [1.941, -3.355, -3.144], [2.411, -2.652, -1.935], [3.538, -3.307, -1.251], [3.150, -4.675, -0.666], [1.494, -4.766, 0.099], [0.469, -5.529, -1.206], [-0.680, -4.654, -1.710], [-0.313, -3.274, -2.081], [0.272, -2.113, -3.703], [0.070, -3.814, -4.115], [2.142, -4.415, -3.029], [2.480, -3.036, -4.036], [2.688, -1.703, -2.177], [4.394, -3.457, -1.910], [3.865, -2.640, -0.451], [3.207, -5.469, -1.409], [3.858, -4.938, 0.117], [1.126, -5.852, -2.012], [0.038, -6.430, -0.777], [-1.144, -5.178, -2.551], [-1.431, -4.581, -0.924], [-1.184, -2.765, -2.197], [3.598, 6.635, -0.843], [3.035, 5.238, -0.790], [3.458, 4.326, 0.182], [2.936, 3.047, 0.246], [1.981, 2.660, -0.689], [1.561, 3.543, -1.679], [2.085, 4.826, -1.722], [1.090, 1.128, -0.654], [2.038, -0.082, -0.644], [0.473, 1.234, 1.021], [1.262, 0.767, 2.095], [0.756, 0.810, 3.357], [-0.567, 1.256, 3.594], [-1.132, 1.233, 4.896], [-2.419, 1.635, 5.102], [-3.207, 2.093, 4.016], [-2.688, 2.139, 2.756], [-1.354, 1.715, 2.510], [-0.799, 1.713, 1.199], [-1.587, 2.340, 0.082], [-1.591, 3.775, 0.035], [-0.787, 4.551, 0.914], [-0.774, 5.913, 0.822], [-1.570, 6.579, -0.140], [-2.355, 5.862, -0.994], [-2.379, 4.446, -0.931], [-3.179, 3.687, -1.822], [-3.134, 2.331, -1.809], [-2.295, 1.656, -0.880], [-2.385, -0.138, -0.968], [-1.062, -0.737, -0.476], [-2.365, -0.389, -2.717], [-1.426, 0.204, -3.555], [-1.393, -0.165, -4.890], [-2.272, -1.128, -5.400], [-2.226, -1.534, -6.851], [-3.200, -1.708, -4.534], [-3.252, -1.345, -3.197], [4.175, 6.870, 0.050], [2.799, 7.373, -0.945], [4.256, 6.750, -1.708], [4.204, 4.631, 0.908], [3.275, 2.366, 1.015], [0.811, 3.237, -2.403], [1.749, 5.517, -2.487], [2.256, 0.385, 1.902], [1.361, 0.486, 4.201], [-0.521, 0.894, 5.728], [-2.844, 1.609, 6.098], [-4.226, 2.415, 4.193], [-3.293, 2.498, 1.930], [-0.166, 4.060, 1.653], [-0.150, 6.490, 1.494], [-1.556, 7.662, -0.194], [-2.971, 6.362, -1.733], [-3.824, 4.204, -2.527], [-3.739, 1.764, -2.508], [-0.742, 0.956, -3.174], [-0.676, 0.306, -5.554], [-1.525, -0.923, -7.417], [-3.210, -1.443, -7.312], [-1.922, -2.578, -6.947], [-3.900, -2.444, -4.915], [-3.991, -1.789, -2.536], [-1.627, -1.496, 2.660], [-0.737, -2.279, 3.498], [-1.390, -3.026, 4.573], [0.551, -2.483, 3.138], [0.955, -2.247, 1.909], [1.386, -2.954, 4.122], [1.398, -2.338, 5.449], [2.627, -3.611, 3.749], [-2.252, -0.860, 3.291], [-2.283, -2.144, 2.068], [-1.053, -0.862, 1.997], [-2.344, -3.402, 4.203], [-1.590, -2.397, 5.442], [-0.782, -3.872, 4.876], [1.974, -2.284, 1.913], [0.568, -1.643, 5.555], [2.328, -1.780, 5.591], [1.331, -3.090, 6.237], [3.438, -2.898, 3.546], [2.472, -4.246, 2.881], [2.948, -4.247, 4.573]],
  "orbital_gap_ev": 8.4,
  "energy_ev": -110007.249,
  "homo_ev": -12.825,
  "total_charge": 2,
  "lumo_energy_ev": -4.47,
  "spin_multiplicity": 1
}

***

{
  "formula": "C6H10OSi2",
  "method": "wB97M-V/def2-TZVPD",
  "elements": ["C", "C", "C", "C", "C", "C", "O", "Si", "Si", "H", "H", "H", "H", "H", "H", "H", "H", "H", "H"],
  "positions_angstrom": [[1.986, -2.558, 0.848], [-1.200, -2.324, 1.689], [1.872, -1.564, 0.203], [-1.379, -1.184, 1.411], [2.505, 1.829, -0.955], [-2.703, 0.575, -0.769], [-0.107, 1.190, 0.241], [1.031, 0.688, -0.905], [-1.498, 0.562, 0.695], [2.463, -3.258, 1.524], [-0.857, -3.105, 2.280], [2.121, 2.882, -1.015], [2.913, 1.739, 0.161], [3.211, 1.488, -1.600], [-2.565, -0.433, -1.278], [-3.794, 0.666, -0.614], [-2.368, 1.150, -1.623], [0.212, 0.219, -2.104], [-1.844, 1.438, 1.811]],
  "orbital_gap_ev": [5.7, 6.5],
  "energy_ev": -24178.677,
  "homo_ev": [-4.822, -10.320],
  "lumo_energy_ev": [0.87, -3.84],
  "spin_multiplicity": 3
}

***

{
  "formula": "C4H6O2",
  "method": "wB97M-V/def2-TZVPD",
  "elements": ["O", "C", "C", "C", "C", "O", "H", "H", "H", "H", "H", "H"],
  "positions_angstrom": [[-2.004, -1.513, -0.121], [-1.821, -0.400, -0.417], [-1.728, 0.890, -0.665], [1.209, -0.212, 1.046], [1.339, -0.273, -0.447], [0.546, -0.772, -1.211], [-0.927, 1.306, -1.258], [-2.557, 1.500, -0.335], [1.608, 0.731, 1.434], [0.193, -0.380, 1.408], [1.857, -1.020, 1.412], [2.286, 0.144, -0.845]],
  "orbital_gap_ev": 9.9,
  "energy_ev": -8338.633,
  "homo_ev": -8.998,
  "smiles": "C=C=O.CC=O",
  "lumo_energy_ev": 0.87,
  "spin_multiplicity": 1
}

***

{
  "formula": "C20H22BrN4O4PtS2Sb",
  "method": "wB97M-V/def2-TZVPD",
  "elements": ["Pt", "O", "S", "O", "O", "O", "N", "C", "C", "C", "C", "C", "C", "S", "N", "C", "C", "C", "C", "C", "C", "N", "H", "H", "H", "H", "H", "H", "H", "H", "H", "Br", "C", "C", "C", "C", "C", "N", "H", "H", "H", "H", "C", "Sb", "C", "C", "H", "H", "H", "H", "H", "H", "H", "H", "H"],
  "positions_angstrom": [[-0.526, 0.539, -0.570], [-3.349, -1.541, 1.805], [-2.457, -1.032, 0.812], [-2.972, -1.629, -0.609], [-2.459, 0.435, 0.631], [-1.067, -1.518, 0.884], [3.284, 0.682, 1.453], [3.205, 0.793, 2.821], [4.376, 0.871, 3.588], [4.289, 0.952, 4.953], [3.041, 0.961, 5.607], [1.888, 0.890, 4.875], [1.964, 0.811, 3.470], [0.515, 0.719, 2.588], [0.943, 0.815, 1.029], [2.236, 0.632, 0.570], [2.436, 0.465, -0.816], [3.710, 0.371, -1.428], [3.812, 0.309, -2.790], [2.650, 0.340, -3.576], [1.438, 0.403, -2.937], [1.312, 0.446, -1.601], [4.213, 0.631, 1.068], [5.341, 0.865, 3.095], [5.196, 1.012, 5.538], [2.994, 1.027, 6.684], [0.920, 0.903, 5.361], [4.616, 0.350, -0.838], [4.786, 0.243, -3.255], [2.690, 0.314, -4.654], [0.514, 0.415, -3.498], [-2.271, 0.874, -3.067], [-2.056, 2.557, -2.217], [-2.795, 3.653, -2.604], [-2.594, 4.828, -1.894], [-1.679, 4.854, -0.852], [-0.985, 3.701, -0.547], [-1.169, 2.564, -1.232], [-3.501, 3.588, -3.418], [-3.154, 5.716, -2.155], [-1.503, 5.753, -0.280], [-0.256, 3.664, 0.251], [-3.790, -3.691, -2.639], [-2.900, -3.597, -0.763], [-4.003, -4.476, 0.771], [-0.883, -4.085, -0.919], [-4.024, -4.720, -2.904], [-3.080, -3.274, -3.349], [-4.700, -3.096, -2.608], [-4.791, -5.064, 0.307], [-4.397, -3.662, 1.375], [-3.331, -5.101, 1.353], [-0.806, -5.093, -1.324], [-0.418, -4.009, 0.059], [-0.451, -3.359, -1.604]],
  "orbital_gap_ev": [6.6, 6.9],
  "energy_ev": -136727.870,
  "homo_ev": [-11.430, -14.068],
  "total_charge": 2,
  "lumo_energy_ev": [-4.79, -7.14],
  "spin_multiplicity": 5
}